1:
Molecular formula: C3H11N2O2
Method: DFT, the ωB97M-V functional and the def2-TZVPD basis

## Properties
Orbital gap, eV: 11.691
Total charge: +1
LUMO level, eV: -3.3
Multiplicity: 1

Positions of all 18 atoms, in Å:
O  -1.898  -0.683  -0.070
C  -1.354  0.346  0.254
N  -2.031  1.395  0.786
C  0.191  0.516  0.208
N  0.623  -0.874  0.720
C  2.130  -1.041  0.763
H  -2.992  1.621  0.503
H  -1.448  2.074  1.079
H  0.451  0.636  -0.919
H  0.919  1.178  0.699
H  0.058  -1.570  0.240
H  0.197  -0.977  1.658
H  2.632  -0.427  0.038
H  2.488  -2.185  0.696
H  2.421  -0.719  1.892
H  -1.300  -0.026  -2.191
H  -0.554  0.333  -3.665
O  -0.535  0.402  -2.689

These are the Löwdin partial charges, in e, on atoms 1 to 5: 0.085 -0.531 0.221 -0.018 -0.016

=====

2:
Molecular formula: C3H11N2O2
Method: DFT, the ωB97M-V functional and the def2-TZVPD basis

## Properties
Orbital gap, eV: 7.144
Total charge: +1
LUMO level, eV: -3.7
Multiplicity: 1

Positions of all 18 atoms, in Å:
C  1.807  0.314  0.231
C  -1.800  1.312  -0.200
C  0.481  -0.343  0.058
N  0.041  -1.175  1.052
N  0.808  -1.261  -1.316
O  -1.350  2.372  0.408
O  -2.669  0.477  0.277
H  1.974  1.033  -0.457
H  2.658  -0.249  0.097
H  1.656  0.720  1.169
H  -1.366  0.907  -1.153
H  -0.914  -1.498  1.108
H  0.699  -1.846  1.284
H  1.229  -0.647  -1.988
H  1.425  -2.044  -1.026
H  0.055  -1.709  -1.850
H  -1.779  2.768  1.180
H  -2.954  0.869  1.126

These are the Löwdin partial charges, in e, on atoms 1 to 5: -0.081 -0.207 -0.395 0.038 0.141

=====

Most stable: 1

=====

1:
Molecular formula: H4NPS
Method: DFT, the ωB97M-V functional and the def2-TZVPD basis

## Properties
Orbital gap (spin up / spin down), eV: 7.461 / 7.463
Total charge: 0
SMILES: N=S.P
LUMO level (spin up / spin down), eV: -1.1 / -1.1
Multiplicity: 1

Positions of all 7 atoms, in Å:
N  -3.179  0.894  0.160
S  -3.453  -0.586  0.181
H  -2.559  1.162  -0.520
P  2.019  -0.027  0.242
H  1.323  -1.278  0.026
H  3.186  -0.484  0.855
H  2.663  0.319  -0.944

These are the Löwdin partial charges, in e, on atoms 1 to 5: -0.513 0.597 -0.088 0.581 -0.169

=====

2:
Molecular formula: H4NPS
Method: DFT, the ωB97M-V functional and the def2-TZVPD basis

## Properties
Orbital gap (spin up / spin down), eV: 6.771 / 6.787
Total charge: 0
LUMO level (spin up / spin down), eV: -1.3 / -1.3
Multiplicity: 1

Positions of all 7 atoms, in Å:
N  -1.144  1.288  -0.505
P  1.981  -0.512  0.463
S  1.117  -2.095  -0.375
H  -1.622  0.660  0.108
H  -0.168  1.000  -0.398
H  -1.127  2.300  -0.190
H  0.963  -2.641  0.898

These are the Löwdin partial charges, in e, on atoms 1 to 5: -0.007 0.135 0.128 -0.016 -0.092

=====

Most stable: 2

=====

1:
Molecular formula: C2H11N2Si
Method: DFT, the ωB97M-V functional and the def2-TZVPD basis

## Properties
Orbital gap, eV: 9.436
Total charge: +1
LUMO level, eV: -4.3
Multiplicity: 1

Positions of all 16 atoms, in Å:
C  -1.024  -0.607  -0.893
C  -0.573  -0.195  0.465
N  0.550  0.373  0.654
N  2.674  0.794  -1.686
Si  -2.264  -0.589  2.427
H  -1.885  0.036  -1.180
H  -0.187  -0.624  -1.550
H  -1.264  -1.583  -0.810
H  0.752  0.649  1.660
H  1.234  0.469  -0.145
H  2.737  0.377  -2.588
H  3.750  0.797  -1.642
H  2.549  1.785  -1.943
H  -3.348  -0.139  1.577
H  -1.436  0.478  2.873
H  -2.265  -2.021  2.780

These are the Löwdin partial charges, in e, on atoms 1 to 5: -0.068 -0.252 0.137 -0.006 0.904

=====

2:
Molecular formula: C2H11N2Si
Method: DFT, the ωB97M-V functional and the def2-TZVPD basis

## Properties
Orbital gap, eV: 7.275
Total charge: +1
LUMO level, eV: -4.3
Multiplicity: 1

Positions of all 16 atoms, in Å:
C  0.891  -0.057  0.736
C  -0.300  -0.360  -0.043
N  -0.392  0.248  -1.164
N  1.251  2.149  -1.849
Si  -2.180  -2.599  2.321
H  1.414  -1.087  0.936
H  1.571  0.475  0.059
H  0.554  0.320  1.723
H  -1.293  0.145  -1.732
H  0.233  0.994  -1.571
H  1.096  2.496  -0.924
H  1.223  2.845  -2.544
H  2.150  1.667  -1.783
H  -2.882  -2.282  3.574
H  -2.190  -4.075  1.882
H  -1.146  -0.877  0.379

These are the Löwdin partial charges, in e, on atoms 1 to 5: -0.040 -0.160 0.171 0.061 0.700

=====

Most stable: 1

=====

1:
Molecular formula: C3H10NO
Method: DFT, the ωB97M-V functional and the def2-TZVPD basis

## Properties
Orbital gap, eV: 3.124
Total charge: +1
LUMO level, eV: -8.6
Multiplicity: 1

Positions of all 15 atoms, in Å:
C  -1.045  0.793  -0.281
O  -0.273  -0.396  0.214
C  -0.174  1.977  -0.404
C  0.911  2.112  0.610
N  -0.100  -3.752  -0.300
H  -1.694  0.408  -1.055
H  -1.664  1.029  0.615
H  0.595  -0.007  0.280
H  0.033  2.412  -1.376
H  0.455  2.089  1.616
H  1.392  3.086  0.495
H  1.744  1.422  0.694
H  0.793  -4.158  -0.109
H  -0.777  -4.243  -0.842
H  -0.196  -2.771  -0.156

These are the Löwdin partial charges, in e, on atoms 1 to 5: -0.119 -0.007 0.205 -0.004 0.034

=====

2:
Molecular formula: C3H10NO
Method: DFT, the ωB97M-V functional and the def2-TZVPD basis

## Properties
Orbital gap, eV: 9.784
Total charge: +1
LUMO level, eV: -5.2
Multiplicity: 1

Positions of all 15 atoms, in Å:
C  2.010  0.967  -1.433
N  0.986  1.454  -0.848
H  2.861  1.596  -1.651
H  1.974  -0.098  -1.656
H  0.264  0.834  -0.378
H  0.873  2.460  -0.795
C  -1.416  -1.016  0.452
O  -1.059  0.390  0.442
C  -0.392  -1.808  1.263
H  -2.414  -1.108  0.877
H  -1.437  -1.360  -0.586
H  -1.837  0.893  0.702
H  0.354  -2.247  0.614
H  0.058  -1.131  1.999
H  -0.845  -2.608  1.843

These are the Löwdin partial charges, in e, on atoms 1 to 5: 0.162 0.192 0.122 0.125 0.097

=====

3:
Molecular formula: C3H10NO
Method: DFT, the ωB97M-V functional and the def2-TZVPD basis

## Properties
Orbital gap, eV: 8.111
Total charge: +1
LUMO level, eV: -6.7
Multiplicity: 1

Positions of all 15 atoms, in Å:
C  0.015  -1.793  -1.863
N  -0.154  -1.998  -0.568
H  -0.178  -2.697  -2.460
H  0.758  -0.940  -2.194
H  -0.542  -1.353  0.102
H  0.200  -2.870  -0.201
C  -0.308  1.552  0.293
O  -0.568  0.179  0.909
C  0.969  1.865  0.941
H  -0.446  1.954  -0.739
H  -1.069  2.175  0.831
H  -1.277  0.425  1.581
H  1.974  1.306  0.771
H  1.212  2.885  0.695
H  0.933  1.928  2.090

These are the Löwdin partial charges, in e, on atoms 1 to 5: 0.188 0.167 0.117 0.180 0.072

=====

Most stable: 2

=====

1:
Molecular formula: C3H10NO
Method: DFT, the ωB97M-V functional and the def2-TZVPD basis

## Properties
Orbital gap, eV: 10.552
Total charge: +1
LUMO level, eV: -5.6
Multiplicity: 1

Positions of all 15 atoms, in Å:
C  0.890  0.480  -1.599
C  1.234  0.479  -0.123
C  0.494  -1.718  0.757
N  0.231  -0.462  0.597
H  0.288  1.399  -1.710
H  0.295  -0.361  -1.913
H  1.691  0.628  -2.239
H  1.025  1.523  0.282
H  2.141  0.147  0.157
H  -0.176  -2.450  0.255
H  1.364  -2.129  1.369
H  -0.782  -0.288  0.416
H  -2.384  1.799  0.736
H  -3.143  0.570  0.418
O  -2.205  0.868  0.480

These are the Löwdin partial charges, in e, on atoms 1 to 5: -0.046 -0.121 0.156 0.036 0.096

=====

2:
Molecular formula: C3H10NO
Method: DFT, the ωB97M-V functional and the def2-TZVPD basis

## Properties
Orbital gap, eV: 11.077
Total charge: +1
LUMO level, eV: -3.4
Multiplicity: 1

Positions of all 15 atoms, in Å:
C  -1.814  1.674  -0.694
N  -0.320  1.575  -0.659
H  -2.207  0.671  -0.804
H  -2.087  2.114  0.264
H  -2.099  2.347  -1.497
H  0.062  1.332  -1.573
H  -0.002  0.871  0.004
H  0.113  2.446  -0.346
O  -0.278  -0.713  0.621
C  0.610  -1.372  1.145
C  1.620  -2.197  0.444
H  0.635  -1.434  2.237
H  1.240  -3.199  0.232
H  2.482  -2.279  1.101
H  2.047  -1.836  -0.475

These are the Löwdin partial charges, in e, on atoms 1 to 5: 0.000 0.129 0.100 0.108 0.104

=====

Most stable: 2

=====

1:
Molecular formula: C3H10NO
Method: DFT, the ωB97M-V functional and the def2-TZVPD basis

## Properties
Orbital gap, eV: 11.620
Total charge: +1
LUMO level, eV: -4.9
Multiplicity: 1

Positions of all 15 atoms, in Å:
C  1.375  -0.242  1.646
C  0.113  -0.765  0.893
C  1.009  -0.587  -1.265
N  0.043  -0.287  -0.507
H  2.218  -0.917  1.673
H  1.576  0.711  1.128
H  1.070  0.016  2.648
H  -0.022  -1.836  1.002
H  -0.767  -0.356  1.406
H  1.227  -0.184  -2.263
H  1.824  -1.311  -1.202
H  -0.749  0.287  -0.853
H  -2.129  2.191  -0.187
H  -2.499  1.812  -1.547
O  -2.099  1.399  -0.767

These are the Löwdin partial charges, in e, on atoms 1 to 5: -0.048 -0.171 0.149 0.059 0.080

=====

2:
Molecular formula: C3H10NO
Method: DFT, the ωB97M-V functional and the def2-TZVPD basis

## Properties
Orbital gap, eV: 6.808
Total charge: +1
LUMO level, eV: -8.1
Multiplicity: 1

Positions of all 15 atoms, in Å:
C  -2.207  -0.385  0.213
C  0.920  0.361  -1.355
C  1.584  0.683  -0.142
O  0.856  0.245  1.360
N  -0.977  -0.958  -0.275
H  -2.075  0.610  0.654
H  -2.957  -0.316  -0.572
H  1.326  -0.458  -1.944
H  0.434  1.163  -1.901
H  2.441  0.098  0.170
H  1.468  1.686  0.253
H  1.450  0.484  2.091
H  -2.616  -1.063  0.965
H  -0.537  -0.548  -1.133
H  -0.229  -0.818  0.428

These are the Löwdin partial charges, in e, on atoms 1 to 5: -0.092 0.169 -0.064 -0.121 0.081

=====

Most stable: 1

=====

1:
Molecular formula: C5H9NO3
Method: DFT, the ωB97M-V functional and the def2-TZVPD basis

## Properties
Orbital gap, eV: 11.049
Total charge: 0
SMILES: COC(=O)OC.CC#N
LUMO level, eV: 0.6
Multiplicity: 1

Positions of all 18 atoms, in Å:
C  -4.423  -11.937  9.117
O  -4.546  -13.235  9.595
C  -3.484  -13.883  10.023
O  -2.377  -13.412  10.006
O  -3.883  -15.073  10.494
C  -2.932  -15.894  11.130
H  -3.544  -11.961  8.473
H  -4.381  -11.160  9.880
H  -5.307  -11.757  8.505
H  -3.148  -16.101  12.178
H  -1.921  -15.494  11.062
H  -2.985  -16.846  10.603
C  -0.424  -14.580  10.342
C  0.380  -15.706  10.668
N  1.061  -16.589  10.901
H  -0.617  -14.472  9.275
H  0.108  -13.678  10.642
H  -1.387  -14.572  10.853

These are the Löwdin partial charges, in e, on atoms 1 to 5: -0.048 0.018 -0.562 0.071 0.040

=====

2:
Molecular formula: C5H9NO3
Method: DFT, the ωB97M-V functional and the def2-TZVPD basis

## Properties
Orbital gap, eV: 10.535
Total charge: 0
SMILES: C=C(C(C)=O)C(N)(O)O
LUMO level, eV: 0.6
Multiplicity: 1

Positions of all 18 atoms, in Å:
C  1.745  -0.453  -0.009
C  0.453  -0.237  0.174
C  -0.143  0.672  1.192
C  0.513  2.012  1.353
O  -1.085  0.304  1.872
C  -0.642  -0.860  -0.683
N  -0.124  -1.648  -1.747
O  -1.349  0.352  -1.155
O  -1.495  -1.638  0.063
H  2.082  -1.122  -0.780
H  2.489  0.007  0.621
H  1.513  1.877  1.757
H  0.601  2.491  0.383
H  -0.066  2.631  2.031
H  0.251  -1.060  -2.479
H  -0.845  -2.258  -2.114
H  -2.250  0.098  -1.395
H  -1.647  -1.167  0.916

These are the Löwdin partial charges, in e, on atoms 1 to 5: 0.117 -0.165 -0.385 0.007 0.088

=====

3:
Molecular formula: C5H9NO3
Method: DFT, the ωB97M-V functional and the def2-TZVPD basis

## Properties
Orbital gap, eV: 8.387
Total charge: 0
LUMO level, eV: -0.8
Multiplicity: 1

Positions of all 18 atoms, in Å:
C  1.898  -0.298  -0.665
C  0.873  0.671  -0.163
C  -0.352  -0.282  1.244
C  -0.292  0.329  2.443
O  1.046  1.790  0.212
H  -0.127  -1.343  1.183
H  2.582  -0.539  0.150
H  1.426  -1.199  -1.051
H  2.459  0.194  -1.462
H  -0.517  1.387  2.530
H  0.067  -0.160  3.342
N  -0.545  -0.487  -2.200
C  -1.576  0.112  0.212
O  -0.517  0.574  -1.229
O  -2.343  -0.811  -0.018
H  -1.325  -1.080  -1.895
H  -0.868  -0.007  -3.038
H  -1.887  1.148  0.405

These are the Löwdin partial charges, in e, on atoms 1 to 5: 0.003 -0.377 -0.151 0.067 0.131

=====

Most stable: 2

=====

1:
Molecular formula: C5H9NO3
Method: DFT, the ωB97M-V functional and the def2-TZVPD basis

## Properties
Orbital gap, eV: 7.635
Total charge: 0
LUMO level, eV: 0.0
Multiplicity: 1

Positions of all 18 atoms, in Å:
C  1.422  -0.579  0.892
C  -0.029  -0.818  1.193
C  -0.845  2.087  -0.375
C  -0.692  -0.759  -0.185
C  -0.067  0.863  -0.803
N  1.964  -1.234  -0.077
O  -2.073  -0.586  -0.076
O  -0.291  -1.681  -1.023
O  0.752  0.885  -1.683
H  -2.445  -1.031  -0.849
H  1.993  0.139  1.478
H  2.892  -0.968  -0.380
H  1.066  -1.640  -0.844
H  -0.186  -1.808  1.643
H  -0.425  -0.048  1.854
H  -0.266  2.586  0.407
H  -0.959  2.780  -1.210
H  -1.812  1.812  0.036

These are the Löwdin partial charges, in e, on atoms 1 to 5: -0.094 -0.076 -0.027 -0.646 -0.327

=====

2:
Molecular formula: C5H9NO3
Method: DFT, the ωB97M-V functional and the def2-TZVPD basis

## Properties
Orbital gap, eV: 9.233
Total charge: 0
SMILES: [H]/N=C/OO.C=CC(C)=O
LUMO level, eV: -0.5
Multiplicity: 1

Positions of all 18 atoms, in Å:
H  1.729  2.135  -0.493
N  0.974  1.960  -1.146
C  0.580  0.810  -1.420
O  -1.070  0.623  -1.343
O  -1.374  -0.400  -2.323
H  0.887  0.163  -2.243
H  -1.820  -1.008  -1.685
C  1.660  -0.798  1.010
C  0.631  -1.040  0.177
C  -0.861  -0.552  0.401
C  -1.078  0.513  1.451
O  -1.699  -1.437  0.177
H  1.705  0.081  1.643
H  2.548  -1.423  1.006
H  0.643  -2.001  -0.335
H  -1.954  1.078  1.128
H  -0.265  1.230  1.558
H  -1.235  0.067  2.435

These are the Löwdin partial charges, in e, on atoms 1 to 5: 0.084 0.146 -0.147 -0.185 -0.045

=====

Most stable: 1